1.
A molecular structure, C2H3Cl3CuGeN6S. Source: the Open Molecules 2025 dataset; level of theory: the ωB97M-V functional and the def2-TZVPD basis.

Last column: Mulliken spin population.
Element x y z (Å)
Cu (0.047790, 0.021659, 0.555230)  0.359
N (5.083650, 1.303250, 0.634765)  0.001
N (3.961815, 0.605067, 0.235899)  0.003
N (4.036806, -0.639092, -0.181925)  -0.001
C (2.752578, -0.919444, -0.355032)  0.003
N (1.975199, 0.131626, -0.065304)  -0.017
N (2.779295, 1.117174, 0.316328)  -0.002
H (5.838832, 1.046339, 0.015793)  0.000
H (4.864967, 2.288981, 0.603235)  0.000
H (2.386319, -1.872415, -0.702100)  0.000
Cl (-3.618805, 0.684848, 1.530414)  0.033
Ge (-2.221293, 0.211724, -0.040707)  0.242
Cl (-2.742877, 1.583452, -1.637122)  0.062
Cl (-2.827499, -1.740492, -0.770545)  0.039
S (-1.676660, -2.002176, 4.135138)  0.184
C (-0.758862, -1.357656, 3.012611)  -0.009
N (-0.057929, -0.875373, 2.174114)  0.103

Atoms 1-2, force components in eV/Å:
-0.04 0.03 0.06
-0.14 -0.24 0.14

Calculated values
* LUMO energy (alpha / beta): -0.1 / -3.0 eV
* total energy: -160622.3605 eV
* HOMO energy (alpha / beta): -8.70 / -8.69 eV
* multiplicity: 2
* ΔE to the lowest compared entry with this formula, charge and spin: 13.7 kJ/mol



2.
A molecular structure, C9H18Cl3CoI2O3P2 at a distorted geometry. Source: the Open Molecules 2025 dataset; level of theory: the ωB97M-V functional and the def2-TZVPD basis.

Last column: Mulliken spin population.
Element x y z (Å)
I (1.731955, -2.325215, -4.042646)  1.769
I (-2.490919, -2.988170, -2.693630)  1.144
Co (-0.282306, -0.090608, 0.029587)  1.361
P (0.569774, -1.674801, 1.193744)  -0.017
C (0.895368, -3.270877, 0.378755)  0.006
C (2.152892, -1.199022, 1.982852)  -0.004
H (2.450769, -1.978638, 2.706663)  -0.001
H (-0.077532, -2.886240, 3.197216)  -0.002
H (1.978893, -0.234236, 2.496359)  0.001
H (-0.698201, -1.156870, 3.188671)  0.001
H (1.657898, -3.136518, -0.397602)  -0.002
H (2.899799, -1.083061, 1.175268)  -0.001
C (-0.544943, -2.081205, 2.597306)  -0.011
H (1.237890, -4.003762, 1.120022)  -0.001
H (-1.506965, -2.386577, 2.145749)  -0.002
H (-0.029204, -3.616112, -0.097157)  -0.001
P (-0.695788, 1.610612, -1.213458)  -0.018
C (-0.885823, 1.349231, -3.006364)  0.005
C (-2.269668, 2.398582, -0.685963)  -0.011
H (0.689056, 3.119595, 0.035498)  0.001
H (0.209928, 3.840676, -1.564313)  -0.001
H (1.500823, 2.546195, -1.489526)  -0.001
C (0.562615, 2.930250, -1.047334)  -0.004
H (-2.171535, 2.673742, 0.382613)  0.001
H (-2.454086, 3.282440, -1.327170)  -0.002
H (-1.187583, 2.286839, -3.489522)  -0.001
H (-1.646594, 0.577931, -3.169332)  -0.001
H (-3.050992, 1.623325, -0.790871)  -0.002
H (0.063185, 0.998153, -3.428181)  -0.001
C (-0.156660, -1.022647, -1.319247)  -0.214
O (0.030292, -1.636105, -2.304757)  0.071
Cl (-2.013240, 2.566090, 4.553729)  0.000
C (-0.575045, 2.316286, 3.458695)  0.000
Cl (-0.239513, 3.977917, 2.973661)  0.000
Cl (0.621808, 1.741977, 4.616314)  0.000
C (-0.796577, 1.326691, 2.233424)  -0.040
O (-1.958305, 0.889995, 2.241621)  0.006
O (0.168639, 1.074939, 1.378392)  -0.029

Atoms 1-2, force components in eV/Å:
0.40 -0.43 -0.75
-0.18 -0.25 -0.22

Calculated values
* total charge: +2
* LUMO energy (alpha / beta): -7.7 / -12.3 eV
* total energy: -125721.0573 eV
* HOMO energy (alpha / beta): -14.93 / -14.93 eV
* multiplicity: 5
* ΔE to the lowest compared entry with this formula, charge and spin: 0.0 kJ/mol



3.
A molecular structure, C35H34HoN8O5S. Source: the Open Molecules 2025 dataset; level of theory: the ωB97M-V functional and the def2-TZVPD basis.

Last column: Mulliken spin population.
Element x y z (Å)
Ho (-0.097575, 0.235853, 0.342953)  4.057
C (-2.276485, -1.705144, 4.044542)  0.000
C (-2.249295, -1.137097, 2.654615)  0.001
O (-1.163270, -0.841905, 2.130349)  -0.007
N (-3.421287, -1.020163, 2.030008)  0.000
C (-3.644049, -0.407590, 0.720942)  0.004
C (-3.246691, -1.289380, -0.434139)  0.000
C (-4.174287, -1.673363, -1.387664)  0.000
C (-3.777078, -2.519453, -2.411621)  0.000
C (-2.474706, -2.984977, -2.416206)  0.000
C (-1.610495, -2.536128, -1.431627)  0.000
N (-1.963298, -1.675454, -0.473919)  0.000
H (-1.408200, -1.343243, 4.587643)  0.000
H (-2.221725, -2.793550, 3.985255)  0.000
H (-3.182510, -1.431244, 4.582222)  0.000
H (-4.235535, -1.287053, 2.557652)  0.000
H (-3.110515, 0.543417, 0.688187)  -0.002
H (-4.706465, -0.179847, 0.660678)  0.000
H (-5.192719, -1.314040, -1.326835)  0.000
H (-4.477528, -2.820031, -3.179184)  0.000
H (-2.122917, -3.672897, -3.171978)  0.000
H (-0.581548, -2.867117, -1.413155)  0.001
C (2.724894, -0.065989, 3.829602)  0.000
C (2.032521, 0.688895, 2.729181)  -0.002
O (1.647326, 0.022649, 1.743406)  -0.006
C (1.878106, 2.110710, 2.784038)  0.003
C (2.243317, 2.810397, 3.957765)  0.000
C (2.199296, 4.173718, 4.025097)  0.000
C (1.830492, 4.886477, 2.872244)  0.000
C (1.479611, 4.241267, 1.716354)  -0.001
C (1.435481, 2.827917, 1.633814)  -0.003
O (1.005066, 2.260368, 0.539355)  -0.006
H (2.835218, -1.104347, 3.528757)  0.000
H (2.135520, -0.018869, 4.747217)  0.000
H (3.703541, 0.361059, 4.045668)  0.000
H (2.558859, 2.249875, 4.827322)  0.000
H (2.466991, 4.694345, 4.932990)  0.000
H (1.831127, 5.969425, 2.892041)  0.000
H (1.235716, 4.810821, 0.829690)  0.000
O (2.881340, -3.132014, -5.672560)  0.000
C (1.965850, -2.077039, -5.877173)  0.000
C (1.536694, -1.530991, -4.545794)  0.000
C (0.596078, -0.514760, -4.470974)  -0.001
C (0.231014, -0.033593, -3.231030)  -0.001
N (0.712897, -0.502329, -2.075694)  0.000
C (1.614487, -1.493259, -2.150895)  -0.002
C (2.050913, -2.024169, -3.354939)  -0.001
C (2.043933, -2.116107, -0.870889)  0.000
C (3.263638, -2.760016, -0.736684)  0.001
C (3.546241, -3.445970, 0.435889)  -0.001
C (4.838706, -4.211534, 0.579519)  0.001
O (4.789822, -5.435406, -0.133145)  0.000
C (2.578945, -3.456419, 1.432371)  0.000
C (1.411747, -2.742271, 1.241312)  -0.001
N (1.140820, -2.078099, 0.117627)  -0.009
H (3.176642, -3.464318, -6.524966)  0.000
H (1.076239, -2.414766, -6.419900)  0.000
H (2.414731, -1.261797, -6.455374)  0.000
H (0.137119, -0.086863, -5.353925)  0.000
H (-0.472439, 0.775892, -3.167389)  0.000
H (2.757723, -2.839749, -3.375435)  0.000
H (3.986416, -2.734903, -1.541229)  0.000
H (5.071064, -4.367363, 1.637003)  0.000
H (5.655837, -3.644682, 0.134912)  0.000
H (4.148988, -6.020756, 0.283959)  0.000
H (2.742353, -3.988345, 2.361295)  0.000
H (0.657868, -2.681694, 2.016957)  0.000
N (-2.555841, 1.457852, -5.220158)  0.000
C (-2.681270, 1.829988, -4.132827)  0.000
N (-2.839434, 2.256909, -2.888227)  0.000
C (-2.143744, 1.783162, -1.945886)  0.000
N (-1.530378, 1.362305, -1.036249)  -0.018
S (-1.730345, 2.069022, 2.212802)  -0.004
C (-2.111886, 3.507565, 1.380639)  -0.001
N (-1.408906, 3.870153, 0.284097)  0.000
C (-1.665426, 4.963381, -0.466276)  0.000
C (-2.680013, 5.804614, -0.131220)  0.000
C (-3.435308, 5.495343, 1.014545)  0.000
C (-3.161724, 4.376665, 1.752808)  0.000
H (-0.620317, 3.256385, 0.035195)  0.001
H (-1.024322, 5.107040, -1.324161)  0.000
H (-2.889492, 6.674127, -0.734395)  0.000
H (-4.245942, 6.147758, 1.311983)  0.000
H (-3.736218, 4.122747, 2.631191)  0.000

Atoms 1-2, force components in eV/Å:
-0.05 -0.22 0.21
-0.03 -0.01 0.01

Calculated values
* total charge: +1
* LUMO energy (alpha / beta): -2.6 / -2.6 eV
* total energy: -95639.9766 eV
* HOMO energy (alpha / beta): -10.21 / -10.21 eV
* multiplicity: 5
* ΔE to the lowest compared entry with this formula, charge and spin: 0.0 kJ/mol



4.
A gas-phase ion, C9H12NO2 (charge +1) at a distorted geometry. Source: the Open Molecules 2025 dataset; level of theory: the ωB97M-V functional and the def2-TZVPD basis.

Last column: natural (NBO) charge in e.
Element x y z (Å)
C (-0.584810, -0.390185, 0.672260)  -0.149
C (-1.304502, 0.611336, 1.084330)  0.100
C (-0.579248, -1.771406, 0.467111)  0.312
C (-0.585114, -3.064139, 0.499088)  -0.453
C (1.349725, -0.002518, -0.815074)  0.747
C (-1.490534, 1.970455, 1.528406)  -0.435
C (-2.616133, 0.877528, 1.558312)  -0.425
C (0.963086, -0.391761, 0.432460)  -0.010
C (0.950236, 0.611247, -3.146911)  -0.237
N (1.635829, -0.405673, 1.639062)  -0.797
O (2.660660, 0.407554, -1.146974)  -0.719
O (0.586820, -0.054348, -1.881640)  -0.458
H (0.320028, -3.614111, 0.357938)  0.263
H (-1.432578, -3.774437, 0.670679)  0.295
H (-1.018900, 2.401609, 2.429665)  0.249
H (-1.516853, 2.784621, 0.884549)  0.246
H (-3.302173, 1.140808, 0.814311)  0.249
H (-2.858925, 0.498420, 2.557131)  0.251
H (0.045920, 0.483431, -3.698264)  0.220
H (1.858307, 0.152308, -3.535922)  0.215
H (1.160312, 1.635813, -2.933407)  0.205
H (2.119859, -1.314457, 1.836532)  0.387
H (1.110428, -0.132466, 2.430684)  0.394
H (3.536170, 0.055358, -0.783076)  0.549

Atoms 1-2, force components in eV/Å:
1.34 -1.33 -1.06
0.34 -0.51 -0.26

Calculated values
* total charge: +1
* LUMO energy (alpha / beta): -4.5 / -4.5 eV
* total energy: -15099.6380 eV
* HOMO energy (alpha / beta): -12.62 / -12.62 eV
* multiplicity: 1
* ΔE to the lowest compared entry with this formula, charge and spin: 620.1 kJ/mol



5.
A single C5H3NO molecule at a distorted geometry. Source: the Open Molecules 2025 dataset; level of theory: the ωB97M-V functional and the def2-TZVPD basis.

Last column: natural (NBO) charge in e.
Element x y z (Å)
N (-2.925832, -0.010801, 1.315713)  -0.302
C (-1.838457, -0.090443, 0.948393)  0.278
C (-0.512780, -0.146455, 0.427018)  -0.283
C (0.646761, -0.677308, 0.923787)  0.207
O (1.656154, -0.423303, 0.074571)  -0.434
C (1.139666, 0.392893, -1.092384)  0.074
C (-0.172887, 0.462759, -0.860294)  -0.260
H (0.841278, -1.241183, 1.858588)  0.229
H (1.807057, 0.680476, -1.933091)  0.238
H (-0.640960, 1.053366, -1.662303)  0.252

Atoms 1-2, force components in eV/Å:
0.17 -0.03 0.00
0.03 -0.24 0.23

Calculated values
* LUMO energy: 0.8 eV
* total energy: -8769.2260 eV
* SMILES string: N#Cc1ccoc1
* HOMO energy: -9.68 eV
* multiplicity: 1
* ΔE to the lowest compared entry with this formula, charge and spin: 75.3 kJ/mol



6.
A molecular structure, C10H19InNO4 at a distorted geometry. Source: the Open Molecules 2025 dataset; level of theory: the ωB97M-V functional and the def2-TZVPD basis.

Last column: Mulliken spin population.
Element x y z (Å)
In (-7.172196, 12.981424, 19.374697)  -0.010
C (-6.595271, 15.642966, 21.631171)  -0.142
O (-6.199229, 14.562311, 21.964937)  0.660
O (-7.005807, 16.305987, 22.549935)  0.827
O (-7.223790, 15.683155, 20.557560)  0.666
C (-11.170415, 9.888292, 16.639669)  -0.059
C (-9.716295, 9.418759, 16.711094)  0.023
C (-9.466516, 8.280384, 15.777743)  -0.013
C (-9.490730, 8.796134, 14.307922)  0.009
C (-8.103565, 9.568378, 14.269099)  -0.015
C (-8.116981, 10.822270, 15.141116)  0.018
N (-8.704586, 10.507679, 16.478583)  -0.715
O (-8.840202, 11.599373, 17.324155)  -0.029
C (-6.702691, 11.260622, 15.228594)  -0.062
C (-8.866414, 11.998766, 14.390411)  -0.091
C (-9.292935, 8.854313, 18.104850)  -0.064
H (-11.845474, 9.053683, 16.450397)  -0.004
H (-11.451022, 10.361312, 17.580735)  0.000
H (-11.179869, 10.652976, 15.862973)  0.002
H (-8.522814, 7.760154, 15.941732)  0.003
H (-10.261961, 7.546418, 15.906923)  0.002
H (-9.450976, 8.018008, 13.545658)  0.000
H (-10.401095, 9.360666, 14.106327)  -0.001
H (-7.890806, 9.871923, 13.244073)  0.001
H (-7.259892, 8.908513, 14.471304)  -0.001
H (-6.152104, 10.447825, 15.702207)  0.010
H (-6.535693, 12.155137, 15.828616)  -0.001
H (-6.336138, 11.346203, 14.205644)  0.002
H (-9.912118, 11.729208, 14.242275)  0.002
H (-8.413722, 12.230065, 13.426212)  -0.005
H (-9.027033, 12.966909, 14.864754)  0.002
H (-8.316151, 8.378391, 18.191464)  0.005
H (-9.163552, 9.633378, 18.856125)  0.003
H (-10.087585, 8.259001, 18.554565)  -0.002
H (-9.679634, 11.966960, 17.038074)  -0.021

Atoms 1-2, force components in eV/Å:
0.20 0.26 0.30
-2.85 0.56 -1.14

Calculated values
* total charge: +2
* LUMO energy (alpha / beta): -10.0 / -10.5 eV
* total energy: -25507.5136 eV
* HOMO energy (alpha / beta): -17.37 / -17.39 eV
* multiplicity: 2
* ΔE to the lowest compared entry with this formula, charge and spin: 21.5 kJ/mol